a) Formula: C48H96O36
Source: the Open Molecules 2025 dataset
Level of theory: ωB97M-V with the def2-TZVPD basis set

Values from the calculation:
- net charge = 0
- Kohn-Sham gap (eV) = 10.94
- LUMO level (eV) = 0.56
- structure (SMILES) = CCOC(=O)OC.CCOC(=O)OC.CCOC(=O)OC.CCOC(=O)OC.CCOC(=O)OC.CCOC(=O)OC.CCOC(=O)OC.CCOC(=O)OC.CCOC(=O)OC.CCOC(=O)OC.CCOC(=O)OC.CCOC(=O)OC

Geometry (Å):
O (0.0333, 7.9803, -0.0217)
O (-2.0223, 1.0498, 4.6753)
O (5.1905, 3.9956, 0.3202)
O (4.2114, -3.6419, -2.0243)
O (-2.4451, -6.4976, 0.0820)
O (-5.4548, 0.7550, 2.3293)
O (-3.0528, -8.5567, 0.2874)
O (3.1250, 5.1799, -7.0076)
O (-0.4279, -0.0100, -0.0905)
O (-2.4736, 3.3376, -5.2365)
O (-1.4978, -8.0144, -1.2548)
O (-3.7355, 2.8655, -3.6225)
O (3.3237, -1.9545, -0.8132)
O (-3.7786, -2.9444, -3.7961)
O (-0.1736, -0.0630, 5.2855)
O (-1.7679, -2.3738, -4.1423)
O (-1.2679, 6.2143, 0.4669)
O (0.5440, -4.1151, 3.9214)
O (-0.5343, 6.4203, -1.5246)
O (5.9384, -1.6002, 3.3081)
O (3.8277, 5.3232, 1.2804)
O (-4.8191, -0.8769, 0.9310)
O (2.3872, -4.1027, 2.8431)
O (-2.2075, -0.6583, 5.9792)
O (-1.5603, 1.9463, 0.0131)
O (0.6420, 1.7981, -0.4628)
O (-4.8008, -1.3078, 3.0113)
O (1.3648, 5.5824, -5.6849)
O (3.3887, 4.7620, -0.8660)
O (-1.5073, 2.7219, -3.2867)
O (-2.3044, -3.1654, -2.0943)
O (4.2355, -0.7982, 2.2898)
O (5.2828, -2.6301, -0.3318)
O (5.0966, 0.3678, 3.9903)
O (0.6529, -5.2511, 1.9737)
O (2.8051, 3.8670, -5.3533)
C (-4.8008, -3.6331, -3.0809)
C (-6.2787, -1.9612, 4.7186)
C (5.0874, 1.9038, -0.8533)
C (-1.5466, -5.4870, -0.3102)
C (1.9901, -0.3094, 2.9799)
C (4.2479, -2.8491, -1.1292)
C (-1.5113, -1.1806, 1.7824)
C (0.1141, 7.0712, -2.6132)
C (-2.5778, -2.8361, -3.2091)
C (-5.1788, -0.1563, -0.2415)
C (2.7592, 6.1231, -7.9949)
C (2.0253, -2.1081, -1.3955)
C (-1.3636, 0.1013, 5.3129)
C (-0.4603, -1.8656, -3.8040)
C (-0.7966, -4.4878, 4.2004)
C (-1.2629, 2.0014, 3.9157)
C (2.9344, 2.5025, -3.4224)
C (-3.9602, 3.6070, -1.3389)
C (1.1441, -3.0982, -0.6730)
C (-1.4604, 6.6518, 1.8047)
C (3.3538, -4.6549, 1.9748)
C (5.7609, 3.2742, -0.7723)
C (-0.5609, 1.2982, -0.1823)
C (-0.8413, -5.2357, 5.5373)
C (0.7372, 3.1233, -0.9201)
C (-4.0425, 2.4328, -2.2871)
C (1.6160, 6.8229, -2.5957)
C (4.0119, 4.6220, 0.1634)
C (5.0611, -0.5899, 3.2674)
C (1.1482, -4.5840, 2.8401)
C (-1.5961, -1.6796, 6.7644)
C (6.4541, -3.3878, -0.5865)
C (-2.4602, 2.9267, -3.9808)
C (-3.8433, -10.3157, -1.2982)
C (2.3457, 4.9438, -5.9641)
C (2.0332, 3.3839, -4.2453)
C (-1.2822, 3.3653, -5.9813)
C (3.1033, 0.0256, 2.0009)
C (-1.5404, -0.8048, 0.3067)
C (-5.0667, -1.0693, 4.3992)
C (-2.2765, -7.7227, -0.3816)
C (-3.0071, -9.9347, -0.0868)
C (-2.2429, 2.6561, 2.9565)
C (6.8451, -1.6066, 4.3769)
C (2.5728, 5.9743, 1.4593)
C (-0.5909, -0.4624, -3.2400)
C (-5.0517, -0.3509, 2.1302)
C (-0.5131, 6.9549, -0.3273)
H (2.2100, -2.3350, -2.4472)
H (4.0613, 1.9760, -1.1909)
H (-0.8989, -1.1912, 7.4419)
H (-0.4969, -5.7742, -0.2476)
H (-4.8164, -9.8305, -1.3380)
H (-7.1369, -1.6432, 4.1331)
H (-1.9816, -10.2820, -0.2066)
H (0.0345, -1.9743, -4.7631)
H (3.8715, 2.9666, -3.1500)
H (4.1062, -3.8947, 1.7754)
H (-1.4707, 3.5378, -7.0356)
H (-1.5720, -1.6841, -0.3326)
H (-4.0250, -11.3913, -1.2300)
H (-2.4854, -0.2796, 0.1868)
H (0.8512, 3.8760, -0.1341)
H (6.8698, -3.0704, -1.5462)
H (-0.4433, 6.7978, -3.5063)
H (2.0956, 7.2319, -3.4787)
H (-0.4734, 1.5546, 3.3170)
H (2.4254, 2.0537, -2.5685)
H (-4.5697, 0.7499, -0.2278)
H (1.0408, 0.1612, 2.7358)
H (-1.6903, -5.2629, -1.3725)
H (7.1337, -3.2106, 0.2365)
H (-5.9266, -2.9773, 4.5583)
H (-2.9546, 3.8988, -1.0386)
H (1.8155, 5.7579, -8.4021)
H (1.6657, 3.1553, -1.4908)
H (6.8278, 3.2027, -0.5870)
H (-4.4077, -4.5828, -2.7239)
H (-1.0747, -2.4503, 6.2039)
H (3.8910, -5.4797, 2.4534)
H (-4.6714, 4.3906, -1.5939)
H (-0.8690, 2.7409, 4.6121)
H (5.0898, 1.4067, 0.1157)
H (-1.8713, -5.3752, 5.8621)
H (-0.2689, -4.7311, 6.3131)
H (-0.0408, 3.5226, -1.5716)
H (-6.2428, 0.0816, -0.2739)
H (1.8656, -1.3920, 3.0306)
H (-1.3133, -0.4435, -2.4220)
H (0.3658, -0.1142, -2.8546)
H (-3.3698, 1.6383, -1.9654)
H (-1.5310, -0.2428, 2.3500)
H (1.7552, 5.2482, 1.4851)
H (2.9330, -5.0709, 1.0603)
H (2.3979, 6.6999, 0.6683)
H (3.3459, 1.0897, 2.0084)
H (2.2784, 0.0346, 3.9726)
H (1.7246, 5.7364, -2.5373)
H (7.3102, -0.6193, 4.4860)
H (-1.8692, 7.6613, 1.7627)
H (-4.3256, 3.2988, -0.3451)
H (0.2688, -3.3221, -1.2898)
H (-5.2379, -0.0142, 4.6110)
H (-1.2519, -5.1242, 3.4384)
H (-0.3914, -6.2075, 5.3344)
H (5.6682, 1.2274, -1.4869)
H (-4.9701, -0.7522, -1.1264)
H (-5.6101, -3.8460, -3.7762)
H (-4.2078, -1.3631, 5.0004)
H (-5.0659, 2.0615, -2.2905)
H (0.0246, 8.1633, -2.5446)
H (1.7048, -4.0358, -0.6225)
H (-5.2112, -2.9838, -2.3092)
H (5.6002, 3.7867, -1.7233)
H (1.1322, 2.8797, -4.5901)
H (6.4360, -1.8361, 5.3604)
H (-3.4279, -10.4059, 0.8015)
H (-3.1170, 3.1588, 3.3771)
H (1.6808, 4.2214, -3.6385)
H (2.7158, 7.1492, -7.6264)
H (-6.5784, -1.8724, 5.7666)
H (-2.6396, 1.9576, 2.2237)
H (-2.1820, 6.0374, 2.3327)
H (3.1305, 1.6315, -4.0596)
H (-0.5103, 6.6596, 2.3345)
H (-1.7066, 3.4643, 2.4511)
H (2.8927, -0.2198, 0.9623)
H (-0.5603, 4.1219, -5.6619)
H (2.5879, 6.4211, 2.4489)
H (6.3023, -4.4551, -0.7560)
H (0.7566, -2.8954, 0.3239)
H (-1.6960, -4.5798, 0.2659)
H (-2.4391, -1.6559, 2.0993)
H (7.6977, -2.2482, 4.1639)
H (-0.6239, -1.7384, 2.0804)
H (1.9869, 7.1996, -1.6454)
H (-0.7692, 2.4093, -5.8322)
H (-0.0095, -2.4822, -3.0229)
H (1.5385, -1.1312, -1.3772)
H (-1.3685, -3.5561, 4.1565)
H (-3.2950, -10.1750, -2.2286)
H (3.4980, 6.1781, -8.7922)
H (-2.3685, -2.1668, 7.3536)
H (-1.0040, 0.1727, -4.0238)

b) Formula: C48H96O36
Source: the Open Molecules 2025 dataset
Level of theory: ωB97M-V with the def2-TZVPD basis set

Values from the calculation:
- net charge = 0
- Kohn-Sham gap (eV) = 10.73
- LUMO level (eV) = 0.40
- structure (SMILES) = CCOC(=O)OC.CCOC(=O)OC.CCOC(=O)OC.CCOC(=O)OC.CCOC(=O)OC.CCOC(=O)OC.CCOC(=O)OC.CCOC(=O)OC.CCOC(=O)OC.CCOC(=O)OC.CCOC(=O)OC.CCOC(=O)OC

Geometry (Å):
O (5.1342, -12.2586, -0.7731)
O (-0.2932, -5.9535, -8.1697)
O (1.6314, -7.3175, -8.4959)
O (8.7059, -8.4880, 0.7886)
O (0.1767, -3.3473, -1.0360)
O (3.1632, -11.1371, -1.2217)
O (8.9266, -7.0296, -1.0079)
O (-0.5033, -7.9638, -8.9564)
O (-1.1855, -6.4220, -2.6425)
O (8.8074, -8.7578, -5.9977)
O (4.3292, -13.9658, -9.0353)
O (-1.5618, -3.3575, -4.6898)
O (-1.8408, -3.5728, -1.7691)
O (1.3800, -12.0851, -6.7430)
O (3.8666, -7.5115, -2.9171)
O (6.6688, -9.5313, -5.8380)
O (3.5063, -8.3399, 2.3020)
O (8.0611, -9.4599, -4.0626)
O (-1.2086, -1.6353, -0.5201)
O (1.0927, -12.4969, -4.5488)
O (6.2110, -15.1032, -9.2422)
O (-0.4089, -1.7401, -5.6675)
O (3.2060, -10.5716, 2.5570)
O (1.9911, -7.3088, -4.2733)
O (4.2718, -3.1346, -12.0909)
O (4.8419, -15.0074, -11.1145)
O (4.6932, -9.9673, -0.2542)
O (4.8339, -5.0526, -10.9175)
O (0.4392, -3.1604, -3.9680)
O (1.4133, -9.3157, 2.9328)
O (9.6855, -8.9299, -1.1867)
O (-2.4158, -8.2052, -2.4561)
O (3.1162, -12.3147, -5.1696)
O (-2.1409, -6.7003, -0.7545)
O (1.6135, -7.5679, -2.1311)
O (5.9815, -4.5424, -12.7289)
C (7.1749, -15.8164, -9.8712)
C (2.5374, -11.7949, 2.8746)
C (9.1571, -8.2012, -0.3321)
C (-0.2112, -9.2394, -9.4218)
C (2.6309, -9.3786, 2.6600)
C (-1.9068, -7.2705, -2.0001)
C (4.4276, -11.2061, -0.7642)
C (7.1600, -4.5970, -14.7358)
C (3.7234, -4.9367, -10.0898)
C (-1.4288, -8.2911, 0.9444)
C (7.0414, -9.4147, -3.0832)
C (2.4780, -12.4200, -9.7768)
C (2.1031, -13.3206, -0.6941)
C (1.8271, -12.3460, -5.5960)
C (8.6720, -7.9182, -7.1080)
C (2.9603, -13.8207, -9.3184)
C (7.7718, -9.2983, -5.3760)
C (5.0124, -4.1347, -11.8698)
C (2.7828, -7.6514, -5.4570)
C (7.9654, -6.1341, -0.4818)
C (-0.8946, -12.0285, -3.2661)
C (0.4953, -4.8762, -7.7735)
C (5.1472, -14.7008, -9.9242)
C (-0.9990, -2.7672, -1.0578)
C (2.2528, -4.1228, -0.0893)
C (1.6043, -2.4165, -3.9147)
C (9.6058, -8.2855, -8.2526)
C (2.7466, -9.1422, -5.6384)
C (-0.3148, -12.5675, -4.5063)
C (0.4257, -7.1130, -8.5700)
C (-2.7612, -3.0524, -5.2460)
C (1.2890, -2.9818, -0.2392)
C (-1.0234, -10.3153, -8.7043)
C (2.6170, -7.4534, -3.0988)
C (3.5383, -12.9474, 2.8455)
C (-3.2380, -3.4594, -1.6914)
C (5.8388, -9.7938, 0.5413)
C (-2.6509, -7.4702, 0.3474)
C (4.2086, -12.0871, -6.1280)
C (-0.4764, -2.6894, -4.8814)
C (2.5450, -2.5395, -5.1135)
C (-0.8959, -6.6378, -3.9926)
C (6.1075, -3.8698, -14.0007)
C (3.0037, -6.9851, 2.4445)
C (2.6164, -12.3371, -1.7373)
C (9.7943, -10.3478, -0.9526)
C (1.9444, -7.7261, -0.7567)
C (8.6567, -5.1295, 0.5112)
H (6.3259, -8.8430, 0.3247)
H (4.4132, -11.0186, -6.1964)
H (7.8906, -16.0347, -9.0786)
H (2.9011, -13.8323, -0.1561)
H (7.0009, -4.5130, -15.8109)
H (5.0672, -12.5323, -5.6254)
H (5.1794, -3.9672, -14.5640)
H (9.1823, -7.9517, -9.1999)
H (1.4515, -12.4288, -10.1433)
H (1.0780, -2.5146, 0.7227)
H (1.6205, -14.1543, -1.2041)
H (3.6846, -4.0167, -9.5066)
H (-0.9374, -11.2581, -9.2446)
H (8.9718, -10.6729, -0.3156)
H (9.3394, -5.6131, 1.2100)
H (7.1890, -5.6485, -14.4503)
H (2.8267, -9.3433, -6.7067)
H (-2.0604, -9.9976, -8.8128)
H (6.6117, -8.4191, -3.1940)
H (6.4002, -10.2885, -3.1985)
H (-1.9707, -12.1892, -3.3310)
H (-3.7367, -3.6046, -0.7331)
H (6.2063, -2.7885, -13.9050)
H (1.1639, -7.5232, -0.0234)
H (7.4735, -9.6197, -2.1037)
H (1.9452, -7.0894, 2.6826)
H (3.4013, -9.6275, -4.9146)
H (2.7062, -14.4091, -10.2001)
H (-0.2850, -5.8592, -4.4495)
H (8.6599, -6.8617, -6.8402)
H (2.9256, -13.8450, 2.9292)
H (10.6226, -7.8987, -8.1860)
H (3.0896, -11.8984, -10.5131)
H (-3.8184, -4.1259, -2.3294)
H (1.2808, -4.8564, -8.5290)
H (-0.3057, -9.2967, -10.5061)
H (4.0375, -12.6275, -7.0591)
H (3.7922, -7.2585, -5.3358)
H (3.7562, -5.6160, -9.2380)
H (2.9891, -3.8342, 0.6609)
H (-1.6033, -8.7871, 1.8992)
H (-0.5525, -7.6630, -4.1308)
H (6.8369, -16.8017, -10.1924)
H (3.2120, -6.4684, 1.5076)
H (2.3610, -1.8508, -5.9382)
H (2.3793, -7.0235, -6.2514)
H (2.3585, -8.6869, -0.4510)
H (-0.6340, -12.0313, -5.4000)
H (3.4412, -6.3926, 3.2480)
H (1.4197, -12.9185, 0.0538)
H (4.2229, -13.0480, 2.0032)
H (1.8094, -9.6764, -5.4820)
H (7.7236, -15.3292, -10.6772)
H (2.8526, -5.0351, -10.7380)
H (2.1604, -2.7675, -3.0455)
H (7.5501, -5.4897, -1.2566)
H (-3.4877, -3.8500, -5.4013)
H (-3.5116, -8.0972, 0.1147)
H (1.8033, -12.1323, -2.4337)
H (9.7643, -10.7333, -1.9718)
H (0.8146, -9.4722, -9.1360)
H (9.2977, -4.4146, -0.0046)
H (6.4643, -10.6611, 0.3298)
H (9.5991, -9.3749, -8.2890)
H (-1.1477, -8.9925, 0.1589)
H (-2.6916, -2.8274, -6.3103)
H (3.5545, -2.2860, -4.7897)
H (2.8123, -7.0831, -0.6105)
H (7.6451, -8.0838, -7.4340)
H (-0.9882, -10.4704, -7.6260)
H (-0.6824, -10.9662, -3.1454)
H (1.7874, -5.0684, 0.1888)
H (-3.3768, -2.4013, -1.9131)
H (-0.0753, -3.9518, -7.8632)
H (-0.5018, -7.7353, 1.0858)
H (2.7317, -4.4153, -1.0237)
H (1.1006, -4.9625, -6.8711)
H (-3.3224, -2.2647, -4.7433)
H (-2.9782, -6.6833, 1.0270)
H (-0.4602, -12.5416, -2.4081)
H (1.3108, -1.3709, -3.8214)
H (2.6024, -3.5367, -5.5500)
H (8.1611, -4.2282, -14.5122)
H (-1.7890, -6.5469, -4.6109)
H (7.9365, -4.4713, 0.9971)
H (2.0068, -11.6719, 3.8188)
H (1.7877, -2.2326, -0.8543)
H (4.2508, -12.8787, 3.6676)
H (1.8563, -11.8072, 2.0236)
H (5.6556, -9.8985, 1.6106)
H (7.1116, -6.6972, -0.1049)
H (3.3156, -12.8942, -2.3608)
H (-0.4707, -13.6454, -4.4634)
H (2.3843, -14.2064, -8.4773)
H (10.7778, -10.5420, -0.5248)
H (2.4003, -11.6508, -9.0084)

Energy ordering: a) at the bottom, the next structure 647.5 kJ/mol above.